No. 1
{"formula": "C5H7N2", "method": "the ωB97M-V functional and the def2-TZVPD basis", "symbols": ["C", "C", "C", "C", "C", "N", "N", "H", "H", "H", "H", "H", "H", "H"], "positions_angstrom": [[0.59, -0.41, -1.15], [0.29, -0.34, 0.16], [-0.97, 0.29, 0.17], [-2.13, 1.17, -0.12], [1.08, -0.92, 1.26], [-0.30, 0.17, -1.94], [-1.38, 0.44, -1.15], [1.54, -0.87, -1.47], [-3.07, 0.61, -0.03], [-2.02, 2.28, -0.03], [0.72, -0.36, 2.12], [0.72, -1.97, 1.37], [2.14, -0.72, 1.22], [-0.12, 0.43, -2.89]], "max_force_ha_per_bohr": 0.0929, "energy_ha": -303.6831, "total_charge": 1, "orbital_gap_ev": [8.1, 6.4], "de_lowest_kcal_mol": 110.7, "s2": 2.01, "multiplicity": 3}

=====

No. 2
{"formula": "C5H7N2O", "method": "the ωB97M-V functional and the def2-TZVPD basis", "symbols": ["C", "N", "C", "C", "C", "C", "N", "O", "H", "H", "H", "H", "H", "H", "H"], "positions_angstrom": [[-0.73, 1.66, -0.18], [-0.47, 0.25, -0.18], [-1.41, -0.75, -0.21], [-0.75, -1.95, -0.09], [0.64, -1.61, 0.11], [0.73, -0.23, 0.06], [1.84, 0.75, 0.10], [3.12, 0.38, -0.08], [0.21, 2.25, -0.30], [-1.45, 1.89, -0.92], [-0.91, 1.95, 0.90], [-2.51, -0.64, -0.06], [-1.28, -2.90, -0.32], [1.41, -2.38, 0.24], [1.57, 1.34, 0.92]], "smiles": "Cn1cccc1N[O-]", "max_force_ha_per_bohr": 0.0850, "energy_ha": -379.3682, "total_charge": -1, "orbital_gap_ev": 5.1, "de_lowest_kcal_mol": 30.1, "multiplicity": 1}

=====

No. 3
{"formula": "C5H7N2O2", "method": "the ωB97M-V functional and the def2-TZVPD basis", "symbols": ["C", "C", "C", "C", "C", "N", "N", "O", "O", "H", "H", "H", "H", "H", "H", "H"], "positions_angstrom": [[0.93, -1.81, 0.00], [-0.07, 0.22, -0.20], [1.28, -0.54, -0.13], [-0.89, -0.81, -0.02], [-0.25, 1.75, -0.03], [2.57, 0.13, -0.01], [-2.40, -0.81, 0.07], [3.50, -0.59, -0.15], [2.64, 1.32, 0.29], [1.33, -2.77, 0.14], [0.69, 1.97, 0.39], [-1.19, 2.08, 0.49], [-0.40, 2.31, -1.00], [-2.54, 0.11, -0.43], [-2.49, -0.89, 1.10], [-2.71, -1.68, -0.55]], "max_force_ha_per_bohr": 0.0723, "energy_ha": -454.1252, "total_charge": 1, "orbital_gap_ev": 9.1, "de_lowest_kcal_mol": 235.6, "multiplicity": 1}

=====

No. 4
{"formula": "C5H7N2O2S", "method": "the ωB97M-V functional and the def2-TZVPD basis", "symbols": ["C", "C", "C", "C", "C", "N", "N", "O", "O", "S", "H", "H", "H", "H", "H", "H", "H"], "positions_angstrom": [[-1.30, 0.34, 0.27], [-2.47, 1.06, 0.75], [-1.38, -0.63, -0.87], [1.48, -0.74, -0.58], [2.85, -1.08, -0.64], [-0.62, 1.84, 1.58], [-0.20, 0.87, 0.84], [-3.59, 0.98, 0.32], [-2.02, 1.87, 1.70], [0.17, -1.64, -1.27], [-2.06, -1.56, -0.77], [-1.63, -0.15, -1.92], [1.05, 0.14, -0.05], [3.24, -1.57, 0.26], [3.36, -0.13, -0.61], [3.21, -1.84, -1.39], [-0.09, 2.25, 2.38]], "max_force_ha_per_bohr": 0.0876, "energy_ha": -852.4947, "total_charge": 1, "orbital_gap_ev": 7.5, "de_lowest_kcal_mol": 55.0, "multiplicity": 1}